No. 1
The following is a DFT calculation (ωB97M-V/def2-TZVPD) of a structure of composition C41H47BrF3N4O6P3SSr at a distorted geometry.

E in eV: -179265.673
Spin multiplicity: 1
Net charge: -2
M in g mol⁻¹: 1041.356
HOMO level in Eh: -0.07920
Kohn-Sham gap in eV: 6.21
Energy relative to the best compared isomer or geometry (same formula, charge and spin) in kcal per mole: 25.9

Last column: Mulliken charge in e.
Geometry (Å):
Sr  0.3727  0.4282  0.1072  0.26
N  3.7405  0.5261  1.9890  -0.13
C  3.4796  -0.7359  2.6849  -1.42
C  2.1788  -1.3968  2.1881  0.71
O  1.2375  -1.4509  3.0304  -0.61
N  2.0734  -1.8961  0.9761  0.10
C  3.2574  -1.9639  0.1422  -1.44
C  3.3947  -0.8794  -0.9453  0.47
O  4.3471  -0.9528  -1.7265  -0.89
O  2.5006  0.0299  -0.9202  -0.34
H  4.7104  0.8039  2.0800  0.17
H  3.5437  0.4467  0.9964  0.09
H  4.3054  -1.4577  2.5969  0.43
H  3.3291  -0.5403  3.7476  0.39
H  4.2041  -1.9517  0.6975  0.27
H  3.2640  -2.9243  -0.3878  0.42
F  -4.8756  4.2620  -1.9079  -0.32
C  -4.0834  4.0296  -0.8165  0.55
F  -4.8543  4.3939  0.2491  -0.29
F  -3.0921  4.9144  -0.8953  -0.21
C  -3.6689  2.5875  -0.7515  0.00
C  -4.5782  1.6740  -1.2506  -0.60
C  -4.2948  0.3182  -1.2336  -1.14
C  -3.0559  -0.0396  -0.7351  -1.16
N  -2.1749  0.8086  -0.2290  1.40
C  -2.4552  2.1439  -0.1524  -0.26
S  -1.3518  3.1154  0.7237  -0.27
H  -5.5111  2.0306  -1.6695  0.38
H  -4.9741  -0.4264  -1.6233  0.49
H  -2.7558  -1.0820  -0.7313  0.82
C  2.1000  2.6661  4.5005  -1.31
P  0.6300  2.0104  3.6081  1.64
C  -0.5774  3.3328  4.0514  -1.42
C  0.0837  0.7552  4.8485  -1.20
C  -1.3017  0.1972  4.5117  -1.61
P  -1.5331  -0.4623  2.7785  2.33
C  -1.7659  -2.2584  3.1137  -1.36
C  -3.3184  -0.0295  2.6367  -1.67
H  2.8729  1.8998  4.5301  0.30
H  1.8538  2.9772  5.5217  0.41
H  2.4972  3.5199  3.9498  0.22
H  -0.7973  3.3314  5.1243  0.43
H  -1.4944  3.2087  3.4759  0.18
H  -0.1577  4.2990  3.7771  0.27
H  0.0614  1.2284  5.8402  0.69
H  0.8210  -0.0420  4.8423  0.33
H  -2.0433  0.9961  4.6159  0.38
H  -1.5913  -0.5896  5.2168  0.59
H  -2.6625  -2.4312  3.7171  0.60
H  -0.8820  -2.6400  3.6215  0.30
H  -1.8657  -2.7909  2.1656  -0.06
H  -3.8540  -0.2629  3.5623  0.57
H  -3.7754  -0.5851  1.8172  0.38
H  -3.4170  1.0343  2.4116  0.23
C  0.7096  -2.7313  -2.2028  -1.42
P  -0.3973  -2.8311  -0.7366  2.60
C  -1.9592  -3.3249  -1.5826  -0.25
C  -2.3128  -2.7363  -2.7981  -0.21
C  -3.5577  -2.9817  -3.3639  -0.57
C  -4.4707  -3.8105  -2.7274  -0.53
C  -4.1352  -4.3874  -1.5086  -0.64
C  -2.8934  -4.1412  -0.9423  -0.44
C  0.1218  -4.4491  -0.0353  -0.22
C  0.5681  -4.5017  1.2822  0.32
C  0.9667  -5.7128  1.8362  -0.97
C  0.9273  -6.8763  1.0820  -0.47
C  0.4852  -6.8306  -0.2355  -0.66
C  0.0844  -5.6230  -0.7857  -0.37
H  0.5265  -1.7976  -2.7358  -0.03
H  0.5510  -3.5821  -2.8691  0.54
H  1.7416  -2.7314  -1.8633  0.40
H  -1.6394  -2.0363  -3.2792  0.08
H  -3.8175  -2.5012  -4.2993  0.45
H  -5.4428  -3.9952  -3.1697  0.34
H  -4.8435  -5.0262  -0.9941  0.39
H  -2.6432  -4.5942  0.0112  0.31
H  0.6336  -3.5815  1.8519  0.03
H  1.3174  -5.7393  2.8608  0.45
H  1.2431  -7.8182  1.5157  0.34
H  0.4517  -7.7344  -0.8328  0.38
H  -0.2736  -5.5934  -1.8091  0.25
Br  1.5978  5.6434  1.8386  -0.14
C  2.8781  4.6930  0.7883  0.07
C  4.1529  5.2352  0.6745  -0.58
C  5.0595  4.5457  -0.1095  -0.25
C  4.6550  3.3771  -0.7384  -1.46
C  3.3545  2.9381  -0.5511  0.00
N  2.4739  3.5893  0.2199  0.16
H  4.4086  6.1541  1.1816  0.40
H  6.0692  4.9209  -0.2287  0.39
H  5.3250  2.7992  -1.3602  0.50
H  3.0064  2.0189  -1.0148  0.78
O  -1.3103  1.1086  -5.4778  -0.39
C  -0.2707  1.9814  -5.3186  1.31
C  0.1227  2.7830  -6.3888  -0.98
C  1.1563  3.6952  -6.2487  -0.42
C  1.8001  3.8235  -5.0281  -0.86
C  1.3913  3.0311  -3.9649  -0.24
C  0.3735  2.0926  -4.0825  -0.22
C  0.0292  1.2565  -2.8610  0.47
O  -0.4806  0.1339  -3.0267  -0.66
O  0.3202  1.7774  -1.7538  -0.72
H  -1.6508  1.2316  -6.3695  0.24
H  -0.3981  2.6863  -7.3379  0.24
H  1.4475  4.3074  -7.0948  0.34
H  2.6025  4.5385  -4.8989  0.40
H  1.8493  3.1275  -2.9892  0.41

---

No. 2
The following is a DFT calculation (ωB97M-V/def2-TZVPD) of a structure of composition C38H46N11OSSeTeTi at a distorted geometry.

E in eV: -165177.557
Spin multiplicity: 1
Net charge: +1
M in g mol⁻¹: 959.356
HOMO level in Eh: -0.37567
Kohn-Sham gap in eV: 6.91
Energy relative to the best compared isomer or geometry (same formula, charge and spin) in kcal per mole: 23.3

Last column: Mulliken charge in e.
Geometry (Å):
Ti  0.7534  -0.4231  0.1395  0.20
C  6.4545  -1.1800  -2.4499  -1.29
C  5.6724  -1.1214  -1.1938  1.24
N  6.0351  -0.5384  -0.0905  -0.94
N  5.0097  -0.7622  0.7658  0.34
C  4.0303  -1.4960  0.2353  0.35
S  2.6314  -2.0585  1.0206  -0.56
N  4.4368  -1.7035  -1.0292  0.52
N  3.7073  -2.4633  -1.9548  -0.80
H  7.4088  -0.6875  -2.2861  0.36
H  5.9274  -0.6739  -3.2604  0.22
H  6.6415  -2.2139  -2.7445  0.35
H  5.0322  -0.4055  1.7095  0.20
H  2.8135  -1.9750  -2.0614  -0.43
H  4.1794  -2.3714  -2.8507  0.34
Se  2.3074  2.1439  3.9744  0.00
C  1.6984  1.2155  2.6432  0.20
N  1.2638  0.5894  1.7395  -0.20
C  0.1233  -1.7124  3.2773  -0.91
N  -0.4337  -1.9320  1.8953  1.20
C  -0.4971  -3.4081  1.6831  -1.07
N  -1.2714  -4.0912  2.7011  0.04
C  -0.6686  -3.8267  4.0109  -0.71
N  -0.6428  -2.3944  4.3000  0.10
C  -2.0106  -1.8818  4.2735  -0.68
N  -2.6384  -2.1065  2.9676  0.13
C  -1.8476  -1.4464  1.9469  -0.38
C  -2.6307  -3.5466  2.6989  -0.74
H  0.1097  -0.6446  3.4844  0.24
H  1.1548  -2.0617  3.2930  0.26
H  0.5207  -3.8012  1.6687  0.18
H  -0.9698  -3.5985  0.7184  0.40
H  0.3513  -4.2145  4.0207  0.35
H  -1.2461  -4.3404  4.7797  0.33
H  -1.9953  -0.8110  4.4848  0.27
H  -2.6006  -2.3825  5.0414  0.37
H  -1.8343  -0.3693  2.1357  -0.87
H  -2.3150  -1.6324  0.9787  0.63
H  -3.0888  -3.7320  1.7246  0.33
H  -3.2199  -4.0539  3.4630  0.38
C  -2.0319  -3.1815  -2.9220  -0.88
C  -2.5867  -2.0012  -2.4558  -0.79
C  -1.8848  -1.2577  -1.5253  -0.28
N  -0.6886  -1.6295  -1.0566  2.33
C  -0.1543  -2.7738  -1.5122  -0.83
C  -0.7958  -3.5782  -2.4333  -0.81
H  -2.5571  -3.7864  -3.6488  0.44
H  -3.5534  -1.6576  -2.7950  0.60
H  -2.3055  -0.3470  -1.1164  -0.19
H  0.8106  -3.0534  -1.1003  0.36
H  -0.3283  -4.4973  -2.7567  0.59
C  -6.7373  1.8695  1.5515  -1.60
C  -5.3178  1.8813  1.0609  0.47
C  -5.0216  1.8174  -0.2954  -0.96
C  -3.7139  1.8314  -0.7676  0.73
C  -3.5034  1.7877  -2.2632  -1.75
C  -2.6622  1.9011  0.1621  1.31
Te  -0.6933  1.9596  -0.6510  1.25
N  1.6540  -0.1170  -1.3336  0.57
C  1.9117  0.7211  -2.3779  -0.44
O  1.7265  1.9286  -2.3427  -0.58
C  2.4951  0.1025  -3.6108  0.68
C  3.5217  0.7587  -4.2809  -0.79
C  4.0510  0.2125  -5.4413  -0.56
C  3.5416  -0.9767  -5.9475  -0.57
C  2.4938  -1.6166  -5.2973  -0.69
C  1.9748  -1.0792  -4.1282  0.18
C  -0.0329  3.6893  0.4051  1.04
C  -1.0603  4.5937  0.6832  -1.32
C  -0.8002  5.7722  1.3558  -0.61
C  0.4999  6.0568  1.7516  -0.84
C  1.5128  5.1710  1.4452  -0.76
C  1.2840  3.9761  0.7541  0.72
C  2.4907  3.1451  0.4156  -1.07
C  -2.9361  1.9814  1.5343  0.62
C  -1.8637  2.1633  2.5747  -1.48
C  -4.2604  1.9637  1.9554  -1.06
H  -7.4434  1.8303  0.7240  0.38
H  -6.9511  2.7629  2.1392  0.36
H  -6.9177  1.0064  2.1940  0.34
H  -5.8346  1.7615  -1.0103  0.32
H  -4.4561  1.6341  -2.7668  0.41
H  -2.8294  0.9881  -2.5758  0.30
H  -3.0724  2.7189  -2.6366  0.34
H  3.8874  1.7010  -3.8935  0.48
H  4.8531  0.7208  -5.9599  0.45
H  3.9478  -1.3943  -6.8590  0.45
H  2.0745  -2.5248  -5.7104  0.43
H  1.1473  -1.5656  -3.6224  0.21
H  -2.0777  4.3779  0.3871  0.61
H  -1.6087  6.4588  1.5683  0.46
H  0.7235  6.9694  2.2877  0.40
H  2.5301  5.3972  1.7421  0.44
H  3.0529  3.6283  -0.3857  0.58
H  2.2381  2.1461  0.0733  -0.38
H  3.1382  3.0659  1.2890  0.40
H  -0.8861  1.8460  2.2205  -0.31
H  -2.1070  1.6112  3.4843  0.42
H  -1.7738  3.2169  2.8482  0.45
H  -4.4658  2.0255  3.0191  0.50

---

No. 3
The following is a DFT calculation (ωB97M-V/def2-TZVPD) of the molecule C10H11N at a distorted geometry.

E in eV: -12036.219
Spin multiplicity: 1
M in g mol⁻¹: 145.205
Structure (SMILES): CC1=N[C@@]1(C)c1ccccc1
HOMO level in Eh: -0.32190
Kohn-Sham gap in eV: 9.61
Energy relative to the best compared isomer or geometry (same formula, charge and spin) in kcal per mole: 40.8

Last column: natural (NBO) charge in e.
Geometry (Å):
C  -1.7482  -1.8829  -1.8575  -0.69
C  -0.5993  -1.7703  -0.9663  0.26
N  0.5409  -2.2110  -0.6515  -0.32
C  -0.0263  -1.1213  0.1927  0.03
C  -0.7410  -1.6584  1.7768  -0.63
C  0.4970  0.2539  0.1820  0.01
C  0.4032  1.0151  -0.9801  -0.23
C  0.8540  2.3227  -1.0077  -0.19
C  1.3985  2.8934  0.1281  -0.22
C  1.5039  2.1412  1.2867  -0.20
C  1.0613  0.8330  1.3146  -0.22
H  -2.4377  -1.0524  -1.7111  0.24
H  -2.2696  -2.8179  -1.6484  0.25
H  -1.4164  -1.9128  -2.8957  0.25
H  -1.0556  -2.6774  1.6149  0.20
H  -1.5642  -0.9870  1.9695  0.21
H  0.0263  -1.5994  2.5330  0.20
H  -0.0255  0.5806  -1.8725  0.20
H  0.7699  2.8989  -1.9176  0.21
H  1.7408  3.9175  0.1150  0.21
H  1.9319  2.5790  2.1760  0.21
H  1.1562  0.2554  2.2190  0.21

---

No. 4
The following is a DFT calculation (ωB97M-V/def2-TZVPD) of a cluster of 2 separate species, CH2O2S2 in total at a distorted geometry.

E in eV: -26829.413
Spin multiplicity: 3
M in g mol⁻¹: 110.159
HOMO level (alpha / beta) in Eh: -0.30930 / -0.41144
Kohn-Sham gap (alpha / beta) in eV: 8.20 / 8.39
Energy relative to the best compared isomer or geometry (same formula, charge and spin) in kcal per mole: 23.9

Last column: Löwdin spin population.
Geometry (Å):
C  0.3591  0.0484  0.3957  0.72
O  -1.8154  1.5242  0.0574  0.26
O  -2.0236  -0.9475  -0.0373  0.26
S  1.2445  -1.3616  0.0753  0.28
S  -1.2439  0.2429  -0.2784  0.48
H  1.1203  1.3489  0.2697  -0.02
H  2.3590  -0.8552  -0.4824  0.03

---

No. 5
The following is a DFT calculation (ωB97M-V/def2-TZVPD) of a cluster of 2 separate species, C10H16O in total at a distorted geometry.

E in eV: -12673.921
Spin multiplicity: 1
M in g mol⁻¹: 152.237
Structure (SMILES): CCc1ccc(O)cc1.CC
HOMO level in Eh: -0.31803
Kohn-Sham gap in eV: 9.50
Energy relative to the best compared isomer or geometry (same formula, charge and spin) in kcal per mole: 87.7

Last column: natural (NBO) charge in e.
Geometry (Å):
C  -3.5159  -0.8379  0.0985  -0.61
C  -2.2764  -1.1332  0.8705  -0.40
C  -1.0442  -0.5073  0.1306  -0.01
C  -0.7716  0.7974  0.2441  -0.23
C  0.0416  1.3696  -0.7144  -0.25
C  0.6751  0.6644  -1.7227  0.27
O  1.2572  1.4234  -2.7820  -0.67
C  0.4799  -0.7342  -1.8429  -0.24
C  -0.4629  -1.2953  -0.9385  -0.20
H  -3.4857  -1.5815  -0.7013  0.20
H  -3.4005  0.1455  -0.2466  0.20
H  -4.6036  -0.7669  0.4745  0.22
H  -2.4285  -0.7345  1.7471  0.20
H  -2.2225  -2.2688  1.1552  0.20
H  -1.1484  1.4125  0.9977  0.22
H  0.1573  2.5348  -0.8026  0.20
H  1.5088  2.2269  -2.2842  0.47
H  0.9438  -1.3275  -2.6071  0.23
H  -0.9766  -2.1268  -1.3241  0.21
C  3.0498  0.0472  3.3129  -0.61
C  2.1750  0.1009  2.2034  -0.62
H  3.5973  1.0701  3.3526  0.21
H  2.6383  -0.2736  4.1779  0.21
H  3.8438  -0.7840  3.1143  0.20
H  2.2412  0.8378  1.2239  0.21
H  1.0656  0.2860  2.4092  0.20
H  2.1100  -0.8668  1.7214  0.21

---

No. 6
The following is a DFT calculation (ωB97M-V/def2-TZVPD) of a structure of composition C6H10O at a distorted geometry.

E in eV: -8428.113
Spin multiplicity: 1
M in g mol⁻¹: 98.145
HOMO level in Eh: -0.32930
Kohn-Sham gap in eV: 9.90
Energy relative to the best compared isomer or geometry (same formula, charge and spin) in kcal per mole: 72.1

Last column: natural (NBO) charge in e.
Geometry (Å):
C  0.9714  0.9588  0.1192  -0.45
C  0.4100  0.9323  1.4674  -0.03
O  -1.0737  -0.2229  1.2969  -0.62
C  -0.7092  -1.4510  0.6848  -0.11
C  -0.6803  -1.4909  -0.8360  -0.20
C  -0.3388  -0.4437  -1.5799  -0.19
C  -0.0715  0.9324  -0.9963  -0.46
H  1.8319  0.2971  -0.0678  0.22
H  1.3685  1.9875  0.3977  0.24
H  1.2669  0.8674  2.1981  0.20
H  -0.2279  1.7750  1.7052  0.20
H  0.3294  -1.6288  0.9837  0.16
H  -1.3088  -2.3296  1.0131  0.18
H  -0.8471  -2.4588  -1.3220  0.20
H  -0.2271  -0.5524  -2.6592  0.20
H  -1.0063  1.3205  -0.5749  0.24
H  0.2804  1.5895  -1.7881  0.21